Below is C56H60Be3N12O12 as an isolated structure at a distorted geometry, with properties calculated with ωB97M-V/def2-TZVPD.

```
! wB97M-V def2-TZVPD RIJCOSX def2/J DEFGRID3
* xyz 2 1
Be 1.210 0.644 2.438
Be 2.697 0.706 -4.540
Be 1.545 -10.220 5.322
O 2.645 -9.592 4.505
C -2.203 2.913 -4.600
C -3.254 3.091 -3.786
O 0.300 -10.602 6.056
H -2.260 2.148 -5.332
H -1.416 3.590 -4.413
H -3.069 3.882 -2.978
H -4.287 2.637 -3.978
C 1.714 3.095 -0.452
C 1.781 2.143 0.601
C 2.371 0.799 0.302
O 2.337 -0.057 1.210
C 2.760 0.382 -0.970
C 2.635 1.258 -2.034
C 1.883 2.543 -1.789
O 1.285 3.071 -2.773
O 3.302 1.086 -3.170
O 1.240 2.197 1.774
H 1.377 4.133 -0.328
H 3.062 -7.377 12.760
N -0.097 -0.391 2.703
C -1.372 0.098 3.028
C -2.373 -0.852 3.454
C -2.032 -2.174 3.394
C -0.750 -2.551 3.023
C 0.235 -1.631 2.779
H -1.564 1.146 2.990
H -3.330 -0.404 3.884
H -2.739 -2.910 3.832
H -0.554 -3.611 2.985
H 1.261 -1.946 2.535
N 5.379 -2.878 -2.501
C 5.850 -4.073 -2.232
C 6.102 -4.471 -0.910
C 6.165 -3.500 0.125
C 5.710 -2.209 -0.165
C 5.241 -1.940 -1.448
H 5.993 -4.810 -2.946
H 6.333 -5.478 -0.567
H 6.571 -3.750 1.078
H 5.532 -1.518 0.701
H 4.814 -0.936 -1.697
N -11.065 7.084 -3.686
C -12.120 7.258 -2.853
C -12.128 8.195 -1.821
C -11.021 8.980 -1.621
C -9.948 8.798 -2.428
C -9.994 7.840 -3.407
H -12.973 6.581 -3.004
H -12.978 8.263 -1.204
H -10.946 9.731 -0.863
H -9.061 9.439 -2.216
H -9.247 7.706 -4.155
N 2.045 0.653 3.918
C 3.275 1.118 3.909
C 3.972 1.491 5.057
C 3.452 1.144 6.279
C 2.168 0.559 6.301
C 1.557 0.330 5.110
H 3.742 1.320 2.901
H 4.907 1.955 4.920
H 4.036 1.371 7.164
H 1.889 0.189 7.226
H 0.548 -0.142 5.161
N 2.093 1.929 -5.932
C 2.966 2.926 -6.354
C 2.516 3.794 -7.334
C 1.237 3.753 -7.840
C 0.418 2.743 -7.437
C 0.872 1.881 -6.474
H 3.933 2.952 -5.935
H 3.146 4.565 -7.662
H 1.025 4.457 -8.587
H -0.553 2.626 -7.892
H 0.184 1.053 -6.296
N -5.530 -4.137 -0.035
C -6.638 -4.032 -0.819
C -7.442 -5.123 -1.190
C -7.216 -6.369 -0.526
C -6.097 -6.426 0.305
C -5.245 -5.383 0.469
H -6.687 -3.070 -1.264
H -8.312 -4.953 -1.802
H -7.972 -7.205 -0.471
H -5.869 -7.396 0.795
H -4.381 -5.345 1.123
N -6.021 0.122 2.678
C -6.124 1.471 2.739
C -7.248 2.132 2.211
C -8.329 1.334 1.789
C -8.236 -0.049 1.867
C -7.060 -0.629 2.299
H -5.231 2.096 2.990
H -7.175 3.236 2.163
H -9.201 1.853 1.312
H -9.088 -0.662 1.673
H -6.924 -1.746 2.339
N -1.186 -0.529 -1.709
C -1.411 0.651 -1.219
C -2.413 0.946 -0.311
C -3.136 -0.070 0.207
C -2.898 -1.321 -0.282
C -1.920 -1.504 -1.249
H -0.895 1.491 -1.645
H -2.607 1.953 -0.029
H -3.952 0.054 0.923
H -3.475 -2.175 0.009
H -1.730 -2.491 -1.723
N 5.356 -2.072 4.621
C 6.731 -1.823 4.570
C 7.532 -1.700 5.723
C 6.932 -1.937 6.967
C 5.591 -2.251 7.007
C 4.881 -2.226 5.834
H 7.123 -1.765 3.531
H 8.558 -1.518 5.676
H 7.539 -1.736 7.885
H 5.074 -2.330 7.929
H 3.814 -2.426 5.994
C 6.346 -1.123 -5.413
N 5.344 -0.030 -5.216
O 5.679 1.092 -5.045
O 4.213 -0.497 -5.214
H 6.615 -1.088 -6.462
H 5.893 -2.079 -5.146
H 7.235 -0.985 -4.830
C 2.184 -2.014 -3.238
N 1.213 -1.616 -4.167
O 0.249 -2.198 -4.475
O 1.660 -0.581 -4.814
H 2.549 -1.165 -2.644
H 2.971 -2.352 -3.852
H 1.687 -2.744 -2.616
C 9.025 1.022 1.721
N 7.555 1.342 2.036
O 6.854 1.651 1.116
O 7.169 1.354 3.190
H 9.289 1.424 0.719
H 9.141 -0.076 1.792
H 9.664 1.494 2.388
*
```

Computed properties:
E, eV: -102666.51718
Largest force on an atom, Eh/bohr: 0.1021
Orbital gap, eV: 0.91